{
  "formula": "C24H40Cl2F5N7O29",
  "method": "wB97M-V/def2-TZVPD",
  "elements": ["C", "N", "O", "O", "H", "H", "H", "C", "N", "O", "O", "H", "H", "H", "C", "N", "O", "O", "H", "H", "H", "C", "N", "O", "O", "H", "H", "H", "C", "N", "O", "O", "H", "H", "H", "C", "N", "O", "O", "H", "H", "H", "C", "N", "O", "O", "H", "H", "H", "C", "C", "O", "C", "O", "O", "F", "H", "H", "H", "C", "C", "O", "C", "O", "O", "F", "H", "H", "H", "C", "C", "O", "C", "O", "O", "F", "H", "H", "H", "C", "C", "O", "C", "O", "O", "F", "H", "H", "H", "C", "C", "O", "C", "O", "O", "F", "H", "H", "H", "Cl", "C", "C", "Cl", "H", "H", "H", "H"],
  "xyz": [[4.8069, 0.9203, -2.3265], [3.6332, 0.6302, -3.1408], [3.5269, -0.4403, -3.7071], [2.8126, 1.5389, -3.1583], [4.5614, 1.8776, -1.8667], [5.7546, 0.7358, -2.8322], [4.7133, 0.1131, -1.6000], [-2.2540, 0.3344, 4.8190], [-1.9091, 1.3716, 3.8438], [-1.2790, 0.9777, 2.8334], [-2.0549, 2.5182, 4.2388], [-1.5791, -0.5090, 4.6730], [-3.3068, 0.0719, 4.7154], [-2.0374, 0.7721, 5.7934], [4.0323, 4.3057, 1.9419], [3.2994, 3.3872, 1.0445], [2.4308, 2.6888, 1.5276], [3.7419, 3.2153, -0.1198], [4.6853, 4.9659, 1.3710], [4.5387, 3.7313, 2.7176], [3.3104, 4.9738, 2.4116], [1.9387, 5.1584, -2.2437], [0.8278, 4.9130, -3.2156], [0.9494, 4.0558, -4.1154], [-0.2580, 5.4979, -2.9862], [2.8807, 5.4331, -2.7185], [2.0657, 4.1574, -1.8316], [1.6272, 5.9592, -1.5730], [-1.5740, -4.8225, 0.9535], [-1.5526, -5.9239, 1.9658], [-2.0123, -6.9982, 1.6999], [-1.1010, -5.6582, 3.0632], [-2.0353, -3.9985, 1.4978], [-1.9844, -5.1727, 0.0064], [-0.5320, -4.5591, 0.7721], [0.8136, -3.9393, -3.6966], [0.9149, -2.6375, -4.4353], [0.1217, -1.7312, -4.1015], [1.8567, -2.5180, -5.2043], [-0.2426, -4.1307, -3.5073], [1.3847, -3.8673, -2.7710], [1.1711, -4.7455, -4.3371], [-0.7272, 4.0890, 1.6253], [-0.0501, 5.2154, 0.9569], [1.1226, 5.3670, 1.1235], [-0.7077, 6.0449, 0.3907], [-0.7124, 3.2100, 0.9810], [-1.7484, 4.3431, 1.9096], [-0.1573, 3.9429, 2.5428], [-2.9375, -1.9948, -3.2095], [-3.8015, -3.2743, -3.2920], [-5.1311, -2.6940, -3.3258], [-5.0795, -1.3873, -2.8890], [-6.0430, -0.6802, -2.6471], [-3.7607, -1.0352, -2.5565], [-3.5568, -3.8869, -2.1666], [-2.5750, -1.5755, -4.1481], [-1.9800, -2.1338, -2.7075], [-3.4564, -3.8772, -4.1321], [0.2827, 0.7248, 0.4263], [1.5634, 0.4913, -0.3958], [1.3200, -0.6095, -1.1351], [0.2330, -1.2931, -0.5655], [-0.1873, -2.4091, -0.8871], [-0.1459, -0.6451, 0.5516], [2.6729, 0.1723, 0.2532], [-0.5232, 1.3097, -0.0169], [0.4507, 1.1448, 1.4180], [1.7761, 1.3460, -1.0379], [4.2714, -3.6521, 1.4060], [3.3082, -3.1528, 0.3431], [2.5186, -4.3113, 0.1429], [2.4910, -5.0242, 1.2119], [1.7649, -5.9132, 1.4422], [3.4988, -4.6352, 2.0220], [4.0284, -2.8674, -0.7412], [4.5586, -2.8726, 2.1118], [5.0959, -4.1340, 0.8805], [2.7187, -2.2856, 0.6409], [-3.8438, 3.4177, -2.4296], [-2.7272, 3.8950, -1.5236], [-1.6415, 3.0550, -1.8687], [-2.1085, 2.0472, -2.6151], [-1.3656, 1.1605, -3.0585], [-3.4582, 2.0881, -2.7600], [-2.9880, 3.5821, -0.2592], [-3.8658, 4.0237, -3.3354], [-4.8652, 3.5531, -2.0738], [-2.5707, 4.9696, -1.6179], [1.7281, -1.1433, 5.1226], [2.2966, -0.5615, 3.8774], [1.7920, -1.4591, 2.8556], [0.8084, -2.2681, 3.3411], [0.1469, -3.0001, 2.6060], [0.6640, -1.9462, 4.6900], [3.5986, -0.7681, 3.8159], [1.3140, -0.4006, 5.8045], [2.4679, -1.7630, 5.6293], [2.0251, 0.4732, 3.6680], [-4.4453, 1.6579, 1.7615], [-4.1346, 0.3311, 0.5415], [-4.5807, -1.0548, 1.0388], [-3.4910, -1.7068, 2.2719], [-3.0661, 0.3851, 0.3331], [-4.6258, 0.5790, -0.3994], [-4.5615, -1.7454, 0.1958], [-5.5842, -1.1100, 1.4607]],
  "lowdin_charge": [0.04, -0.44, 0.08, 0.04, 0.08, 0.11, 0.09, 0.02, -0.41, 0.00, 0.06, 0.08, 0.09, 0.10, 0.04, -0.38, 0.06, 0.03, 0.10, 0.11, 0.09, 0.05, -0.38, 0.06, 0.02, 0.10, 0.08, 0.09, 0.04, -0.45, 0.06, 0.05, 0.05, 0.09, 0.06, 0.05, -0.40, 0.04, 0.06, 0.09, 0.09, 0.09, 0.04, -0.44, 0.05, 0.09, 0.08, 0.10, 0.10, -0.09, -0.30, 0.12, -0.46, 0.14, 0.03, 0.10, 0.13, 0.10, 0.17, -0.04, -0.40, 0.12, -0.44, 0.12, 0.05, 0.09, 0.12, 0.09, 0.14, -0.06, -0.31, 0.17, -0.63, 0.20, 0.08, 0.09, 0.14, 0.15, 0.15, -0.05, -0.32, 0.11, -0.51, 0.13, 0.08, 0.05, 0.14, 0.15, 0.16, -0.08, -0.30, 0.09, -0.42, 0.15, 0.05, 0.10, 0.14, 0.15, 0.17, 0.55, -0.58, -0.61, 0.63, 0.05, 0.06, 0.06, 0.07],
  "gap_ha": 0.325,
  "lumo_ev": -1.01,
  "spin_multiplicity": 1,
  "fmax_ev_per_a": 4.7
}